(1)
{
  "formula": "C6H10O",
  "method": "ωB97M-V/def2-TZVPD",
  "fmax_ev_per_a": 1.892,
  "relative_energy_kcal_mol": 64.9,
  "gap_ev": 10.34,
  "total_energy_ha": -309.73891,
  "symbols": ["C", "C", "O", "C", "C", "C", "C", "H", "H", "H", "H", "H", "H", "H", "H", "H", "H"],
  "coordinates": [[0.547, -0.176, -1.202], [0.343, -0.747, 0.116], [1.277, -1.100, 0.819], [-1.085, -0.718, 0.624], [-1.363, 0.657, 1.171], [-0.513, 1.594, 0.765], [0.577, 1.252, -0.260], [1.531, -0.295, -1.673], [-0.249, -0.243, -1.966], [1.172, -2.376, -1.259], [1.443, -2.310, -0.562], [-1.794, -0.965, -0.176], [-1.107, -1.492, 1.386], [-2.210, 0.834, 1.837], [-0.567, 2.627, 1.127], [1.564, 1.309, 0.228], [0.513, 1.933, -1.082]]
}

***

(2)
{
  "formula": "C19H23IN2O3PPdS2Se",
  "method": "ωB97M-V/def2-TZVPD",
  "fmax_ev_per_a": 0.898,
  "relative_energy_kcal_mol": 0.0,
  "multiplicity": 2,
  "gap_ev": [6.83, 6.58],
  "total_energy_ha": -5037.78711,
  "symbols": ["Pd", "C", "C", "O", "P", "S", "S", "O", "C", "C", "H", "H", "H", "H", "H", "H", "H", "H", "H", "H", "Se", "N", "C", "C", "C", "C", "C", "C", "N", "H", "H", "H", "H", "C", "O", "H", "H", "H", "H", "C", "C", "C", "C", "C", "C", "C", "C", "H", "H", "H", "H", "H", "I"],
  "coordinates": [[-0.127, -0.472, -1.079], [-0.663, 4.235, 1.566], [0.324, 3.278, 0.939], [0.108, 3.117, -0.487], [-1.103, 2.278, -1.092], [-1.718, 0.842, 0.154], [-0.467, 1.433, -2.765], [-2.288, 3.319, -1.260], [-2.110, 4.625, -1.860], [-2.074, 4.571, -3.370], [-0.427, 4.348, 2.626], [-1.684, 3.860, 1.489], [-0.613, 5.220, 1.102], [0.285, 2.293, 1.400], [1.346, 3.646, 1.012], [-1.205, 5.075, -1.451], [-2.969, 5.197, -1.511], [-1.175, 4.077, -3.737], [-2.086, 5.591, -3.759], [-2.944, 4.042, -3.759], [-0.788, -1.960, 2.160], [-0.624, -2.351, 0.442], [-1.146, -3.547, 0.244], [-1.146, -4.251, -1.014], [-1.723, -5.472, -1.057], [-2.323, -6.085, 0.112], [-2.310, -5.473, 1.316], [-1.704, -4.169, 1.421], [-1.608, -3.475, 2.540], [-0.644, -3.805, -1.863], [-1.721, -6.034, -1.983], [-2.770, -7.064, 0.002], [-2.731, -5.921, 2.205], [-1.809, -1.675, -3.648], [-1.863, -1.322, -2.260], [-2.819, -1.705, -4.058], [-1.308, -2.632, -3.795], [-1.237, -0.904, -4.152], [-2.328, -2.015, -1.779], [1.249, 0.003, 0.141], [2.122, -0.001, 0.976], [3.219, 0.039, 1.906], [4.266, 0.943, 1.716], [5.328, 0.983, 2.604], [5.361, 0.122, 3.694], [4.326, -0.781, 3.889], [3.261, -0.823, 3.002], [4.238, 1.605, 0.860], [6.134, 1.687, 2.444], [6.193, 0.153, 4.385], [4.347, -1.458, 4.733], [2.457, -1.532, 3.151], [1.689, -1.653, -2.493]]
}

***

(3)
{
  "formula": "C3H4F2N4O2S2",
  "method": "ωB97M-V/def2-TZVPD",
  "fmax_ev_per_a": 5.065,
  "relative_energy_kcal_mol": 0.0,
  "gap_ev": 9.19,
  "total_energy_ha": -1482.18734,
  "symbols": ["C", "C", "C", "N", "N", "N", "N", "O", "O", "F", "F", "S", "S", "H", "H", "H", "H"],
  "coordinates": [[0.481, 0.430, 0.764], [2.619, -0.362, 1.093], [-1.239, 1.144, -0.266], [1.192, 1.248, 1.434], [2.400, 0.743, 1.675], [3.750, -1.039, 1.064], [-3.366, -0.080, -1.396], [-1.654, -1.495, -0.658], [-1.109, -0.128, -2.613], [-2.225, 1.332, 0.576], [-0.827, 2.242, -0.867], [1.173, -1.064, 0.226], [-1.759, -0.263, -1.358], [4.414, -0.875, 1.770], [3.863, -2.039, 0.937], [-3.701, 0.840, -1.712], [-4.013, -0.636, -0.668]]
}

***

(4)
{
  "formula": "C23H24B4Br2F32O10",
  "method": "ωB97M-V/def2-TZVPD",
  "fmax_ev_per_a": 1.927,
  "relative_energy_kcal_mol": 0.0,
  "gap_ev": 9.66,
  "total_energy_ha": -10086.85937,
  "symbols": ["C", "C", "Br", "C", "Br", "B", "O", "B", "O", "B", "O", "B", "O", "O", "O", "H", "H", "H", "H", "H", "H", "H", "H", "C", "C", "C", "F", "F", "F", "F", "O", "C", "C", "F", "F", "F", "F", "H", "H", "H", "H", "C", "C", "C", "F", "F", "F", "F", "O", "C", "C", "F", "F", "F", "F", "H", "H", "H", "H", "C", "C", "C", "F", "F", "F", "F", "O", "C", "C", "F", "F", "F", "F", "H", "H", "H", "H", "C", "C", "C", "F", "F", "F", "F", "O", "C", "C", "F", "F", "F", "F", "H", "H", "H", "H"],
  "coordinates": [[-1.416, -1.195, 2.289], [-2.906, -1.236, 2.076], [-3.758, -0.675, 3.773], [-3.382, -0.370, 0.905], [-3.615, 1.525, 1.281], [-2.491, -0.489, -0.372], [-3.062, -0.886, -1.557], [-2.378, -1.982, -2.033], [-1.020, -1.938, -2.043], [-0.586, -0.743, -1.540], [0.367, -0.072, -2.199], [1.221, 0.640, -1.407], [1.586, 1.892, -1.777], [1.714, 0.093, -0.268], [-1.160, -0.225, -0.418], [-0.979, -0.291, 1.943], [-1.211, -1.272, 3.321], [-0.972, -2.050, 1.835], [-3.269, -2.226, 1.963], [-4.349, -0.709, 0.646], [-2.978, -2.945, -2.355], [1.375, 2.465, -1.039], [2.267, -0.662, -0.454], [0.524, 3.617, 3.212], [-0.934, 3.534, 3.697], [-1.959, 4.419, 2.988], [-1.672, 5.726, 3.160], [-3.181, 4.181, 3.520], [-0.980, 3.751, 5.027], [-1.331, 2.254, 3.469], [1.401, 4.426, 3.963], [1.525, 5.756, 3.698], [1.119, 6.582, 4.916], [-0.169, 6.344, 5.228], [1.255, 7.892, 4.617], [0.837, 6.120, 2.602], [2.829, 6.005, 3.461], [0.919, 2.611, 3.336], [0.582, 3.841, 2.148], [-1.992, 4.191, 1.918], [1.750, 6.331, 5.770], [-1.640, -1.280, -6.267], [-2.797, -2.268, -6.035], [-2.917, -3.449, -6.998], [-3.152, -3.024, -8.255], [-3.962, -4.219, -6.608], [-3.962, -1.596, -5.984], [-2.585, -2.818, -4.802], [-1.958, -0.088, -6.947], [-1.931, -0.030, -8.308], [-3.313, 0.317, -8.855], [-4.200, -0.633, -8.502], [-3.247, 0.365, -10.203], [-1.453, -1.162, -8.852], [-1.099, 0.972, -8.657], [-1.343, -0.949, -5.274], [-0.770, -1.771, -6.698], [-2.008, -4.057, -6.982], [-3.643, 1.282, -8.467], [6.153, 4.247, -0.668], [6.107, 2.717, -0.813], [4.781, 2.026, -0.501], [4.432, 2.206, 0.791], [4.917, 0.692, -0.712], [7.094, 2.164, -0.078], [6.367, 2.447, -2.122], [6.698, 4.754, 0.529], [5.914, 4.941, 1.627], [6.409, 4.085, 2.790], [6.349, 2.780, 2.461], [5.609, 4.296, 3.857], [4.615, 4.716, 1.365], [6.036, 6.231, 2.001], [6.842, 4.583, -1.440], [5.191, 4.703, -0.896], [3.980, 2.398, -1.145], [7.438, 4.347, 3.042], [-0.835, -7.317, 2.211], [-2.242, -7.797, 2.605], [-3.433, -6.998, 2.073], [-3.414, -5.732, 2.543], [-4.573, -7.589, 2.496], [-2.324, -7.899, 3.947], [-2.378, -9.048, 2.085], [-0.143, -6.540, 3.164], [-0.310, -5.192, 3.220], [-0.869, -4.778, 4.579], [-2.071, -5.348, 4.779], [-1.024, -3.436, 4.588], [-1.075, -4.734, 2.210], [0.906, -4.622, 3.095], [-0.240, -8.222, 2.121], [-0.830, -6.848, 1.228], [-3.430, -6.981, 0.980], [-0.193, -5.078, 5.381]]
}